# 1
Density functional theory data (ωB97M-V/def2-TZVPD) for 4 unconnected molecules or ions with the total composition C6H21NO4 at a distorted geometry.

Calculated total energy = -16240.6617 eV
Structure (SMILES) = CN[C@H](CO)C(C)C.O.O.O
Orbital gap = 9.4 eV
Energy above the lowest of the compared OMol25 structures with the same formula, charge and spin = 59.6 kcal/mol
Net charge = 0
E_LUMO = 0.14 eV

Geometry as XYZ:
```
32
C6H21NO4 ωB97M-V/def2-TZVPD
H 2.206 -1.017 2.073
H -1.378 1.284 2.691
H 2.457 0.045 -0.563
H -2.880 -2.434 -1.615
H -3.748 -1.056 -1.185
H 2.245 2.437 -2.029
O 2.588 -1.541 1.458
C 1.888 2.015 -1.075
H -2.095 1.781 0.737
H 2.693 2.149 -0.282
H -0.001 -1.682 -1.031
C 1.434 -0.078 -2.457
O -1.413 1.335 3.745
H 0.499 0.174 -2.794
H -0.640 -1.800 1.802
H -0.736 1.415 -1.531
C -0.946 0.845 -0.564
O -2.978 -1.474 -1.641
C 0.376 0.135 -0.117
H 2.295 0.159 -3.238
H -0.984 -2.855 0.375
H 1.871 -1.687 0.844
H 0.754 0.337 0.920
H 1.458 -1.197 -2.484
C -0.884 -1.824 0.719
H -0.558 1.595 3.997
H -1.856 0.265 -0.708
H -1.857 -1.255 0.580
C 1.645 0.493 -1.033
H 0.977 2.612 -0.778
N 0.226 -1.331 -0.155
O -1.120 1.745 0.496
```

Mulliken atomic charge list, values in e, 5 entries: 0.261, 0.357, 0.647, 0.317, 0.319

=====

# 2
Density functional theory data (ωB97M-V/def2-TZVPD) for 6 unconnected molecules or ions with the total composition C6H21NO5 at a distorted geometry.

Calculated total energy = -18286.6129 eV
Structure (SMILES) = C=CCN/C=C/C.O.O.O.O.O
Orbital gap = 8.7 eV
Energy above the lowest of the compared OMol25 structures with the same formula, charge and spin = 125.3 kcal/mol
Net charge = 0
E_LUMO = 0.40 eV

Geometry as XYZ:
```
33
C6H21NO5 ωB97M-V/def2-TZVPD
H -0.206 1.106 -0.878
O -2.161 -0.325 2.360
C 0.912 0.656 2.812
H -1.841 -1.901 -0.800
O 2.156 -1.657 0.104
H 1.721 2.181 -2.575
C 1.280 1.441 0.513
C 0.438 1.132 1.505
H -1.930 -2.347 1.884
H -1.603 2.577 -0.766
H -1.248 -0.283 2.455
C 0.870 0.134 -2.841
H 0.415 -1.987 -3.141
H 1.394 -0.349 2.788
H -2.134 0.499 1.734
H 2.451 1.490 0.637
C 1.609 1.213 -1.915
C 1.023 -1.187 -2.674
H 2.633 -2.040 0.781
N 0.743 1.656 -0.832
H 1.579 1.311 3.372
O -2.166 1.758 -0.607
H -0.632 1.202 1.317
O -1.046 -2.567 1.475
H -2.478 -0.695 -0.338
H 2.597 0.843 -1.621
H -2.004 1.349 -1.515
H 0.037 0.581 3.453
H -0.510 -2.890 2.249
H 2.026 -0.795 0.469
H 0.124 0.616 -3.635
O -2.297 -1.040 -1.138
H 1.722 -1.742 -1.997
```

Mulliken atomic charge list, values in e, 5 entries: 0.220, -0.689, -1.325, 0.337, -0.545

=====

# 3
Density functional theory data (ωB97M-V/def2-TZVPD) for 6 unconnected molecules or ions with the total composition C6H21NO5 at a distorted geometry.

Calculated total energy = -18287.9417 eV
Structure (SMILES) = C=CCN/C=C/C.O.O.O.O.O
Orbital gap = 8.3 eV
Energy above the lowest of the compared OMol25 structures with the same formula, charge and spin = 94.6 kcal/mol
Net charge = 0
E_LUMO = 0.32 eV

Geometry as XYZ:
```
33
C6H21NO5 ωB97M-V/def2-TZVPD
H 0.957 -1.725 2.693
O -1.452 -2.785 0.021
H 2.597 1.004 -2.070
H 0.180 3.731 0.428
H 2.063 0.146 1.413
H 0.422 -2.290 1.493
H -2.772 -0.063 -2.217
H 0.790 1.573 -0.830
N 1.482 0.977 -0.368
C 0.063 0.682 3.000
C -0.059 0.537 1.500
C 2.289 0.210 -1.367
O -0.292 3.009 -0.009
H -0.934 0.705 0.871
H 0.983 -1.993 -0.329
C 0.755 -1.781 -1.360
H -1.408 -2.024 -0.563
H 0.042 -2.473 -1.809
H -1.232 2.091 -1.215
O -3.232 -0.681 -1.632
H 3.218 -0.198 -0.935
C 1.165 0.462 0.901
H -3.811 -0.146 -1.086
H -1.379 1.679 -2.767
H 0.111 1.752 3.201
O -1.487 1.406 -1.851
C 1.318 -0.773 -1.976
H 0.996 0.294 3.386
H 1.048 -0.354 -2.988
H -0.775 0.240 3.546
H -0.336 2.456 0.789
H -2.347 -3.118 -0.065
O 1.038 -2.549 2.196
```

Mulliken atomic charge list, values in e, 5 entries: 0.329, -0.597, 0.322, 0.334, 0.267

=====

# 4
Density functional theory data (ωB97M-V/def2-TZVPD) for a molecular structure, C6H22HgN6O6 at a distorted geometry.

Calculated total energy = -31976.4040 eV
Multiplicity = 2
<S²> = 0.75
Orbital gap (alpha / beta) = 2.2 / 6.9 eV
Net charge = -1
E_LUMO (alpha / beta) = 2.89 / 2.76 eV

Geometry as XYZ:
```
41
C6H22HgN6O6 ωB97M-V/def2-TZVPD
O 2.558 -2.479 -0.330
H -0.872 -1.245 4.540
C 2.655 1.571 0.830
O 1.373 -0.528 -2.485
H 1.036 0.630 -4.173
N -1.075 2.581 -0.776
O -0.071 -1.614 1.868
C 1.432 0.709 -3.161
O -0.836 -2.442 -1.412
H -0.488 2.461 -1.589
H -1.369 3.496 -0.464
H -3.883 -1.971 -2.055
H 3.740 1.765 -0.856
C -1.659 1.485 -0.368
O 2.012 0.593 0.476
H 0.703 1.392 -2.725
H 0.727 -0.353 4.268
N -3.004 -1.699 -1.637
C -0.340 -0.426 4.056
N 2.602 2.113 2.046
H -2.954 -0.759 -1.273
H 2.125 1.639 2.799
C -0.654 -0.599 2.595
H -1.839 -4.343 -2.465
H 2.472 -2.936 -1.167
H 3.830 3.049 0.431
H -3.065 1.044 0.980
H 3.137 2.929 2.308
N -2.554 -3.676 -2.213
H -0.690 0.570 4.327
C -2.012 -2.593 -1.763
H 2.444 1.113 -3.134
H 2.990 -3.109 0.245
H -3.018 2.695 0.382
Hg 0.668 -1.067 -0.267
N 3.512 2.174 0.039
O -1.202 0.394 -0.603
N -2.625 1.765 0.426
H -3.552 -3.818 -2.262
H -0.531 0.289 1.975
H -1.725 -0.800 2.582
```

Mulliken atomic charge list, values in e, 5 entries: -0.303, 0.424, -2.239, -0.681, 0.295

=====

# 5
Density functional theory data (ωB97M-V/def2-TZVPD) for a molecular structure, C6H22KO8 at a distorted geometry.

Calculated total energy = -39278.6159 eV
Orbital gap = 10.6 eV
Energy above the lowest of the compared OMol25 structures with the same formula, charge and spin = 0.0 kcal/mol
Net charge = +1
E_LUMO = -2.71 eV

Geometry as XYZ:
```
37
C6H22KO8 ωB97M-V/def2-TZVPD
C 12.175 6.171 6.774
C 6.741 11.494 7.064
H 8.628 5.159 5.240
H 10.806 5.604 8.347
H 9.002 5.205 3.507
H 6.695 4.596 5.872
K 7.797 8.103 6.811
H 7.101 6.257 9.029
H 10.044 5.696 6.850
H 10.916 7.926 8.378
C 8.354 5.608 4.286
H 12.894 6.166 8.522
O 6.119 5.083 5.278
O 7.652 6.984 9.319
H 6.493 12.453 7.519
H 6.210 10.172 8.503
H 5.379 6.840 5.651
H 12.420 5.151 6.480
C 8.097 11.703 6.295
H 4.361 7.936 5.884
H 12.200 6.743 5.847
H 6.315 5.820 3.354
H 8.140 6.633 10.063
O 8.518 7.011 4.252
H 9.373 7.247 3.886
O 5.244 7.659 6.128
C 10.796 6.216 7.445
O 7.005 10.568 8.140
H 5.925 11.250 6.384
H 6.896 4.151 3.660
O 10.280 7.482 7.811
H 8.010 12.447 5.503
H 8.817 12.127 6.995
O 8.593 10.514 5.816
H 9.412 10.717 5.358
C 6.864 5.173 4.039
O 13.083 6.653 7.716
```

Mulliken atomic charge list, values in e, 5 entries: -0.405, -0.503, 0.019, 0.364, 0.487

=====

# 6
Density functional theory data (ωB97M-V/def2-TZVPD) for 5 unconnected molecules or ions with the total composition C6H22NO4 at a distorted geometry.

Calculated total energy = -16250.1620 eV
Orbital gap = 9.2 eV
Energy above the lowest of the compared OMol25 structures with the same formula, charge and spin = 90.7 kcal/mol
Net charge = +1
E_LUMO = -3.21 eV

Geometry as XYZ:
```
33
C6H22NO4 ωB97M-V/def2-TZVPD
H -0.095 0.167 2.232
H 0.047 -1.871 3.135
C 0.871 2.724 0.301
O -2.699 1.350 -0.080
H -1.313 2.704 0.403
H -0.735 -2.126 1.827
O 0.863 -3.530 -2.238
H -2.568 -3.356 1.225
O 2.805 -0.316 -1.940
H -3.378 2.005 -0.283
C 1.156 1.319 -0.383
H -1.129 0.486 -1.422
H 1.539 3.473 -0.004
H 1.228 -2.696 -2.611
H 3.417 0.193 -2.402
C 0.574 -0.396 1.611
H -0.818 2.843 -1.048
H -1.697 -3.370 0.073
H 2.206 1.096 -0.364
H -1.568 -0.861 -0.481
O -2.370 -2.831 0.472
H 1.711 -0.347 1.753
H 0.109 -3.225 -1.794
C 0.254 -1.844 2.026
H 3.345 -0.965 -1.348
H 0.916 1.490 -1.532
C 0.335 0.158 0.172
C -0.788 -0.098 -0.560
H 0.982 2.596 1.400
H 0.940 -2.629 1.718
H -0.495 4.189 -0.061
H -3.143 0.517 0.345
N -0.503 3.152 -0.142
```

Mulliken atomic charge list, values in e, 5 entries: 0.252, 0.376, -0.787, -0.659, 0.368